# C52H122Br12N4O28P6

A structure of composition C52H122Br12N4O28P6 at a distorted geometry (the ωB97M-V functional and the def2-TZVPD basis, OMol25).

Summary:
- total charge = -1
- calculated total energy (a.u.) = -37317.0562
- orbital gap (spin up / spin down) (Eh) = 0.092 / 0.248
- E_HOMO (spin up / spin down) (eV) = -1.3231 / -5.5838
- 2S+1 = 2

CARTESIAN COORDINATES (ANGSTROEM)
1 C 0.45 2.57 5.09
2 O -0.43 2.66 4.22
3 N 0.92 1.35 5.46
4 C 1.90 1.31 6.56
5 C 0.36 0.06 4.87
6 H 0.80 3.45 5.64
7 H 1.46 1.11 7.53
8 H 2.51 2.21 6.64
9 H 2.65 0.56 6.28
10 H -0.55 0.41 4.39
11 H 1.01 -0.35 4.10
12 H -0.01 -0.65 5.61
13 C 2.19 -4.37 -5.45
14 O 1.94 -5.41 -4.86
15 N 3.23 -3.59 -5.09
16 C 3.49 -2.37 -5.89
17 C 4.06 -3.85 -3.95
18 H 1.65 -4.11 -6.38
19 H 4.54 -2.19 -6.15
20 H 3.21 -1.51 -5.29
21 H 2.88 -2.33 -6.79
22 H 5.06 -4.00 -4.35
23 H 3.99 -3.02 -3.24
24 H 3.74 -4.76 -3.43
25 C 4.25 1.83 -4.93
26 O 3.37 0.95 -4.95
27 N 4.07 3.04 -4.38
28 C 5.21 3.92 -4.28
29 C 2.92 3.55 -3.60
30 H 5.24 1.74 -5.41
31 H 6.16 3.43 -4.49
32 H 5.46 4.22 -3.26
33 H 5.07 4.80 -4.91
34 H 2.83 4.62 -3.78
35 H 1.96 3.18 -3.96
36 H 2.93 3.33 -2.53
37 C 5.29 -1.48 5.34
38 O 4.53 -1.27 6.32
39 N 5.01 -1.32 4.04
40 C 6.12 -1.33 3.07
41 C 3.65 -0.96 3.70
42 H 6.37 -1.70 5.47
43 H 5.82 -1.76 2.11
44 H 6.97 -1.97 3.32
45 H 6.42 -0.30 2.91
46 H 2.95 -1.42 4.39
47 H 3.57 0.12 3.76
48 H 3.42 -1.38 2.72
49 C 1.04 -8.39 2.23
50 Br 0.05 -9.02 0.65
51 Br 0.89 -6.46 2.51
52 Br 2.89 -9.00 2.29
53 H 0.48 -8.80 3.07
54 C -4.70 -1.53 -2.29
55 Br -6.31 -1.60 -1.09
56 Br -3.16 -2.38 -1.33
57 Br -4.20 0.28 -2.74
58 H -4.94 -2.10 -3.19
59 C 4.47 -6.18 -0.78
60 Br 2.61 -6.91 -0.98
61 Br 5.59 -7.24 0.49
62 Br 4.01 -4.31 -0.20
63 H 4.96 -6.09 -1.75
64 C -4.22 -3.99 3.53
65 Br -5.57 -4.98 4.65
66 Br -4.86 -3.04 1.93
67 Br -2.76 -5.27 3.15
68 H -3.84 -3.15 4.13
69 C -1.17 7.79 -4.70
70 C -1.85 6.50 -4.24
71 O -1.68 6.39 -2.84
72 P -0.84 5.11 -2.21
73 O 0.56 4.90 -2.70
74 O -0.99 5.42 -0.57
75 C 0.07 5.10 0.31
76 C -0.48 4.76 1.68
77 O -1.74 3.81 -2.39
78 C -1.60 2.69 -1.63
79 C -0.51 1.81 -2.24
80 H -0.08 7.76 -4.67
81 H -1.38 7.87 -5.76
82 H -1.46 8.70 -4.17
83 H -2.89 6.61 -4.55
84 H -1.30 5.70 -4.75
85 H 0.64 4.26 -0.06
86 H 0.69 6.00 0.35
87 H -1.17 5.49 2.09
88 H -1.08 3.86 1.58
89 H 0.28 4.61 2.44
90 H -1.45 2.85 -0.56
91 H -2.46 2.03 -1.75
92 H -0.56 0.74 -2.04
93 H -0.51 1.89 -3.33
94 H 0.42 2.23 -1.86
95 C 8.14 -4.18 -5.63
96 C 7.78 -2.82 -4.92
97 O 8.29 -2.78 -3.58
98 P 7.31 -3.48 -2.44
99 O 6.65 -4.74 -2.78
100 O 8.22 -3.46 -1.09
101 C 7.83 -4.28 -0.04
102 C 8.89 -4.16 1.10
103 O 6.22 -2.29 -2.25
104 C 6.69 -0.95 -2.18
105 C 6.59 -0.40 -0.77
106 H 7.96 -4.11 -6.70
107 H 9.20 -4.44 -5.56
108 H 7.55 -4.98 -5.18
109 H 8.26 -2.07 -5.55
110 H 6.69 -2.72 -4.93
111 H 6.82 -4.06 0.32
112 H 7.88 -5.34 -0.27
113 H 8.73 -3.31 1.77
114 H 8.91 -5.00 1.79
115 H 9.90 -4.08 0.70
116 H 7.74 -0.85 -2.45
117 H 6.25 -0.27 -2.91
118 H 5.54 -0.30 -0.50
119 H 6.90 -1.14 -0.04
120 H 7.18 0.50 -0.59
121 C -6.02 2.09 2.15
122 C -6.71 3.33 2.62
123 O -7.97 2.82 2.91
124 P -8.87 3.67 3.94
125 O -10.20 3.11 4.27
126 O -8.95 5.10 3.20
127 C -9.65 5.17 2.02
128 C -10.16 6.62 1.76
129 O -7.94 4.01 5.23
130 C -8.48 4.74 6.30
131 C -7.58 4.41 7.49
132 H -6.60 1.69 1.31
133 H -4.97 2.26 1.90
134 H -5.95 1.28 2.87
135 H -6.08 3.87 3.34
136 H -6.81 4.03 1.79
137 H -8.94 4.84 1.26
138 H -10.53 4.53 2.02
139 H -10.93 6.80 2.50
140 H -9.35 7.34 1.93
141 H -10.48 6.71 0.73
142 H -8.49 5.82 6.16
143 H -9.47 4.33 6.48
144 H -6.67 4.98 7.36
145 H -7.93 4.83 8.43
146 H -7.34 3.35 7.61
147 C -0.71 -4.84 -0.28
148 C 0.33 -3.78 -0.02
149 O -0.35 -2.60 0.33
150 P 0.37 -1.12 0.24
151 O 1.53 -0.91 1.11
152 O 0.71 -1.05 -1.35
153 C 2.04 -1.30 -1.77
154 C 2.86 -0.06 -1.69
155 O -0.86 -0.09 0.34
156 C -1.57 -0.06 1.59
157 C -2.73 0.98 1.51
158 H -0.23 -5.81 -0.45
159 H -1.38 -4.82 0.58
160 H -1.40 -4.52 -1.06
161 H 0.89 -4.04 0.88
162 H 1.03 -3.56 -0.83
163 H 2.48 -2.17 -1.27
164 H 1.96 -1.59 -2.82
165 H 3.09 0.24 -0.67
166 H 3.80 -0.27 -2.21
167 H 2.42 0.79 -2.22
168 H -1.91 -1.07 1.83
169 H -0.77 0.24 2.27
170 H -3.65 0.50 1.83
171 H -2.50 1.82 2.16
172 H -2.97 1.26 0.48
173 C -0.64 -1.03 -4.30
174 C -0.88 -1.98 -5.45
175 O -0.86 -1.15 -6.61
176 P -0.29 -1.64 -8.09
177 O 0.89 -2.57 -8.10
178 O -1.66 -2.23 -8.73
179 C -1.81 -2.43 -10.11
180 C -3.13 -1.65 -10.39
181 O -0.07 -0.28 -8.89
182 C 1.24 0.27 -8.92
183 C 1.28 1.31 -7.86
184 H 0.39 -0.68 -4.26
185 H -1.32 -0.18 -4.24
186 H -0.89 -1.56 -3.37
187 H -0.07 -2.70 -5.47
188 H -1.84 -2.46 -5.27
189 H -0.89 -2.10 -10.57
190 H -2.06 -3.46 -10.37
191 H -3.22 -1.57 -11.48
192 H -3.91 -2.27 -9.95
193 H -3.08 -0.72 -9.82
194 H 2.02 -0.47 -8.74
195 H 1.36 0.68 -9.92
196 H 0.97 0.91 -6.89
197 H 2.30 1.69 -7.79
198 H 0.74 2.21 -8.16
199 C -6.18 -0.67 7.17
200 C -5.41 -0.69 8.57
201 O -3.99 -1.02 8.45
202 P -3.15 -0.56 7.13
203 O -3.57 -1.34 5.95
204 O -3.45 1.01 6.99
205 C -3.27 1.77 5.70
206 C -4.42 2.73 5.40
207 O -1.57 -0.65 7.50
208 C -1.02 0.01 8.66
209 C -1.18 -0.93 9.87
210 H -6.10 -1.64 6.69
211 H -7.27 -0.55 7.15
212 H -5.95 0.10 6.44
213 H -5.62 0.21 9.14
214 H -5.78 -1.57 9.11
215 H -2.35 2.34 5.72
216 H -3.23 1.06 4.87
217 H -5.39 2.24 5.39
218 H -4.37 3.59 6.07
219 H -4.32 3.14 4.40
220 H 0.05 0.14 8.54
221 H -1.51 0.97 8.84
222 H -0.76 -1.93 9.75
223 H -0.61 -0.55 10.72
224 H -2.22 -1.01 10.18

=====

# C2H5ClNS

A cluster of 2 separate species, C2H5ClNS in total at a distorted geometry (the ωB97M-V functional and the def2-TZVPD basis, OMol25).

Summary:
- total charge = +1
- calculated total energy (a.u.) = -991.9678
- energy relative to the best compared isomer or geometry (same formula, charge and spin) (kcal/mol) = 44.8
- orbital gap (Eh) = 0.290
- E_HOMO (eV) = -14.2504
- 2S+1 = 1

CARTESIAN COORDINATES (ANGSTROEM)
1 C 1.25 1.25 -0.02
2 C -1.26 -1.33 0.07
3 N -0.60 -0.50 0.66
4 S 1.44 0.64 -1.58
5 Cl 2.23 1.44 1.25
6 H -1.24 -1.37 -0.98
7 H -1.87 -2.21 0.55
8 H 0.29 1.14 -1.87
9 H 0.23 1.46 0.28
10 H -0.47 -0.52 1.64

=====

# C25H32AsLiOPSi2

A structure of composition C25H32AsLiOPSi2 (the ωB97M-V functional and the def2-TZVPD basis, OMol25).

Summary:
- total charge = -1
- calculated total energy (a.u.) = -4210.8490
- energy relative to the best compared isomer or geometry (same formula, charge and spin) (kcal/mol) = 0.0
- orbital gap (Eh) = 0.235
- E_HOMO (eV) = -3.7014
- 2S+1 = 1

CARTESIAN COORDINATES (ANGSTROEM)
1 Li -1.16 0.05 1.55
2 O -1.59 -1.98 1.71
3 C -0.65 -1.83 0.93
4 C -0.07 -2.86 0.01
5 C -0.50 -4.09 -0.46
6 C 0.30 -4.77 -1.35
7 C 1.52 -4.23 -1.76
8 C 1.95 -2.99 -1.30
9 C 1.13 -2.28 -0.42
10 P 1.27 -0.56 0.25
11 C 1.67 -0.67 2.04
12 C 2.20 -1.80 2.65
13 C 2.41 -1.84 4.02
14 C 2.07 -0.74 4.80
15 C 1.54 0.39 4.21
16 C 1.35 0.43 2.83
17 C 3.05 -0.24 -0.35
18 C 3.17 0.12 -1.70
19 C 4.38 0.46 -2.27
20 C 5.54 0.47 -1.49
21 C 5.44 0.14 -0.15
22 C 4.22 -0.21 0.41
23 H -1.45 -4.50 -0.12
24 H 0.00 -5.74 -1.73
25 H 2.15 -4.78 -2.45
26 H 2.89 -2.58 -1.63
27 H 2.45 -2.67 2.05
28 H 2.83 -2.72 4.48
29 H 2.22 -0.77 5.88
30 H 1.27 1.26 4.80
31 H 0.96 1.33 2.37
32 H 2.27 0.14 -2.32
33 H 4.43 0.72 -3.32
34 H 6.49 0.75 -1.93
35 H 6.33 0.16 0.47
36 H 4.19 -0.47 1.46
37 C -2.06 4.42 -1.59
38 Si -1.31 2.85 -0.86
39 C 0.40 3.30 -0.22
40 C -1.08 1.66 -2.29
41 As -2.52 2.07 0.95
42 Si -4.20 0.86 -0.09
43 C -5.27 1.92 -1.22
44 C -3.67 -0.63 -1.12
45 C -5.31 0.18 1.27
46 H -1.45 4.79 -2.42
47 H -2.13 5.20 -0.83
48 H -3.07 4.23 -1.96
49 H 0.99 3.78 -1.01
50 H 0.93 2.40 0.10
51 H 0.35 3.98 0.63
52 H -0.40 2.11 -3.02
53 H -2.02 1.44 -2.81
54 H -0.65 0.71 -1.96
55 H -4.70 2.25 -2.10
56 H -5.62 2.81 -0.70
57 H -6.13 1.35 -1.57
58 H -3.06 -0.36 -1.97
59 H -4.58 -1.13 -1.49
60 H -3.11 -1.35 -0.52
61 H -5.63 0.96 1.95
62 H -4.78 -0.58 1.85
63 H -6.20 -0.29 0.83

=====

# C32H88Li2N4O16Pt

A structure of composition C32H88Li2N4O16Pt at a distorted geometry (the ωB97M-V functional and the def2-TZVPD basis, OMol25).

Summary:
- calculated total energy (a.u.) = -2829.2017
- orbital gap (spin up / spin down) (Eh) = 0.265 / 0.307
- E_HOMO (spin up / spin down) (eV) = -6.9236 / -8.0662
- 2S+1 = 3

CARTESIAN COORDINATES (ANGSTROEM)
1 Pt 0.81 0.22 -0.31
2 Li 0.01 0.41 2.28
3 Li -1.14 1.44 -2.19
4 O 0.73 1.94 -1.88
5 C 0.81 3.05 -1.07
6 C 0.11 2.93 0.32
7 O 0.59 1.82 1.01
8 H 0.35 3.93 -1.57
9 H 1.90 3.23 -0.94
10 H -0.98 2.82 0.19
11 H 0.27 3.89 0.83
12 O -1.39 -0.07 -0.62
13 C -2.10 -0.36 0.54
14 C -1.54 -1.59 1.29
15 O -0.18 -1.33 1.56
16 H -3.17 -0.57 0.37
17 H -2.11 0.44 1.24
18 H -1.57 -2.54 0.67
19 H -2.13 -1.74 2.22
20 C -1.75 -7.85 0.96
21 C -1.78 -6.98 2.23
22 O -1.74 -5.65 1.94
23 H -2.67 -7.69 0.35
24 H -1.68 -8.94 1.20
25 H -0.88 -7.63 0.34
26 H -0.91 -7.24 2.87
27 H -2.72 -7.15 2.75
28 H -0.96 -5.11 2.21
29 C 2.12 5.44 3.90
30 C 2.46 4.06 3.40
31 O 1.33 3.21 3.54
32 H 1.72 5.40 4.96
33 H 1.37 5.92 3.28
34 H 2.97 6.09 3.91
35 H 3.31 3.74 3.96
36 H 2.85 4.10 2.39
37 H 1.18 2.62 2.73
38 C -4.00 -2.60 -2.02
39 C -2.74 -2.67 -2.78
40 O -1.55 -2.10 -2.16
41 H -4.83 -2.80 -2.73
42 H -4.17 -1.60 -1.60
43 H -4.04 -3.31 -1.19
44 H -2.99 -2.28 -3.75
45 H -2.49 -3.69 -2.81
46 H -1.69 -1.20 -1.69
47 C -3.51 1.54 3.88
48 C -1.99 1.76 3.92
49 O -1.31 0.57 3.90
50 H -3.99 2.46 3.53
51 H -3.93 1.16 4.80
52 H -3.70 0.85 3.03
53 H -1.61 2.33 4.78
54 H -1.67 2.26 2.98
55 H -1.49 -0.06 4.62
56 C 3.51 1.82 -3.51
57 C 3.17 0.49 -4.20
58 O 1.94 -0.14 -3.86
59 O 2.55 2.78 -3.84
60 H 4.51 2.19 -3.75
61 H 3.45 1.64 -2.47
62 H 3.91 -0.18 -3.82
63 H 3.29 0.62 -5.29
64 H 1.32 0.59 -3.65
65 H 1.74 2.62 -3.31
66 C 1.18 -3.63 3.42
67 C 0.18 -3.16 4.47
68 O -0.17 -1.79 4.28
69 O 0.62 -3.76 2.13
70 H 1.66 -4.57 3.60
71 H 1.95 -2.83 3.45
72 H 0.69 -3.21 5.47
73 H -0.70 -3.82 4.53
74 H -0.19 -1.68 3.30
75 H 0.52 -2.88 1.73
76 C -3.84 3.96 0.06
77 C -3.66 2.65 -0.76
78 C -4.86 2.13 -1.36
79 O -4.56 1.02 -2.14
80 C -5.66 0.48 -2.77
81 N -2.68 2.89 -1.90
82 H -2.88 4.36 0.44
83 H -4.55 3.85 0.90
84 H -4.26 4.78 -0.55
85 H -3.25 1.84 -0.08
86 H -5.41 2.98 -1.96
87 H -5.58 1.98 -0.50
88 H -5.33 -0.42 -3.33
89 H -6.19 1.15 -3.46
90 H -6.34 0.14 -1.99
91 H -3.19 3.15 -2.74
92 H -2.02 3.65 -1.72
93 C 4.09 0.94 2.69
94 C 3.23 -0.23 3.35
95 C 3.87 -0.67 4.64
96 O 3.96 0.48 5.45
97 C 4.51 0.36 6.70
98 N 1.86 0.20 3.51
99 H 3.62 1.26 1.77
100 H 5.04 0.52 2.41
101 H 4.18 1.74 3.41
102 H 3.19 -1.07 2.67
103 H 4.83 -1.17 4.42
104 H 3.18 -1.40 5.11
105 H 5.23 -0.40 6.82
106 H 3.69 0.14 7.43
107 H 5.00 1.32 6.93
108 H 1.34 -0.65 3.86
109 H 1.79 0.98 4.16
110 C -2.81 1.92 -5.53
111 C -1.59 1.01 -5.42
112 C -0.24 1.68 -5.74
113 O -0.30 2.50 -6.92
114 C 1.01 3.01 -7.26
115 N -1.47 0.34 -4.13
116 H -2.74 2.40 -6.51
117 H -2.85 2.73 -4.81
118 H -3.77 1.46 -5.45
119 H -1.67 0.23 -6.17
120 H 0.50 0.86 -5.84
121 H 0.02 2.25 -4.85
122 H 1.45 3.65 -6.46
123 H 1.02 3.55 -8.19
124 H 1.70 2.15 -7.35
125 H -2.39 -0.01 -3.81
126 H -0.78 -0.41 -4.24
127 C 1.71 -4.18 -0.90
128 C 2.03 -2.69 -0.68
129 C 3.45 -2.29 -1.17
130 O 3.75 -1.00 -0.55
131 C 5.12 -0.51 -0.73
132 N 1.14 -1.68 -1.39
133 H 2.04 -4.73 -0.05
134 H 2.10 -4.64 -1.80
135 H 0.65 -4.31 -0.81
136 H 1.96 -2.52 0.39
137 H 3.44 -2.08 -2.29
138 H 4.17 -3.05 -0.86
139 H 5.90 -1.14 -0.40
140 H 5.17 0.35 -0.09
141 H 5.35 -0.20 -1.77
142 H 1.47 -1.54 -2.37
143 H 0.25 -2.09 -1.51

=====

# C5H6N2O

A cluster of 2 separate species, C5H6N2O in total at a distorted geometry (the ωB97M-V functional and the def2-TZVPD basis, OMol25).

Summary:
- calculated total energy (a.u.) = -378.6970
- energy relative to the best compared isomer or geometry (same formula, charge and spin) (kcal/mol) = 109.1
- orbital gap (Eh) = 0.342
- E_HOMO (eV) = -9.9989
- 2S+1 = 1

CARTESIAN COORDINATES (ANGSTROEM)
1 C 1.96 0.36 -0.43
2 C 0.60 0.00 -0.35
3 C -1.40 -0.28 0.42
4 C -1.42 -0.80 -0.97
5 C -0.20 -0.67 -1.46
6 H 1.10 1.89 0.94
7 H 2.65 -0.55 -0.42
8 H 2.12 0.76 -1.44
9 H -3.11 -0.90 1.46
10 H -2.70 -0.81 -1.33
11 H 0.05 -0.76 -2.53
12 N -0.12 0.28 0.65
13 N -2.05 -0.47 1.51
14 O 2.23 1.26 0.61

=====

# C15H15N3

A cluster of 3 separate species, C15H15N3 in total at a distorted geometry (the ωB97M-V functional and the def2-TZVPD basis, OMol25).

Summary:
- calculated total energy (a.u.) = -744.8209
- energy relative to the best compared isomer or geometry (same formula, charge and spin) (kcal/mol) = 46.0
- orbital gap (Eh) = 0.378
- E_HOMO (eV) = -9.4856
- 2S+1 = 1
- structure (SMILES) = c1ccncc1.c1ccncc1.c1ccncc1

CARTESIAN COORDINATES (ANGSTROEM)
1 C -0.32 1.35 -2.08
2 C -0.89 0.16 -2.55
3 C -2.03 0.22 -3.31
4 N -2.51 1.38 -3.83
5 C -1.99 2.51 -3.37
6 C -0.93 2.53 -2.47
7 H 0.53 1.36 -1.42
8 H -0.51 -0.77 -2.16
9 H -2.52 -0.69 -3.63
10 H -2.43 3.39 -3.82
11 H -0.55 3.43 -1.99
12 C 1.87 0.78 3.98
13 C 0.74 0.86 3.21
14 C 0.82 1.43 1.92
15 N 1.97 1.73 1.35
16 C 3.08 1.64 2.11
17 C 3.08 1.21 3.42
18 H 1.73 0.45 5.00
19 H -0.25 0.65 3.60
20 H -0.08 1.55 1.32
21 H 3.98 2.04 1.66
22 H 3.98 1.31 4.02
23 C -0.11 -3.14 -1.02
24 C -1.48 -2.92 -0.96
25 C -2.03 -2.38 0.18
26 N -1.28 -1.89 1.18
27 C 0.03 -2.00 1.06
28 C 0.67 -2.60 -0.01
29 H 0.36 -3.58 -1.89
30 H -2.19 -3.38 -1.64
31 H -3.10 -2.28 0.32
32 H 0.65 -1.68 1.90
33 H 1.74 -2.69 -0.08